{
  "formula": "C33H78N12O5P2",
  "method": "ωB97M-V/def2-TZVPD",
  "spin_multiplicity": 1,
  "smiles": "CN(C)P(=O)(N(C)C)N(C)C.CN(C)P(=O)(N(C)C)N(C)C.CN(C)C=O.CN(C)C=O.CN(C)C=O.CCCC#N.CCCC#N.CCCC#N",
  "orbital_gap_ev": 8.80,
  "lumo_ev": 0.5,
  "total_energy_ev": -82182.49802,
  "species": ["C", "N", "C", "P", "O", "N", "C", "C", "N", "C", "C", "H", "H", "H", "H", "H", "H", "H", "H", "H", "H", "H", "H", "H", "H", "H", "H", "H", "H", "C", "N", "C", "P", "O", "N", "C", "C", "N", "C", "C", "H", "H", "H", "H", "H", "H", "H", "H", "H", "H", "H", "H", "H", "H", "H", "H", "H", "H", "C", "N", "C", "C", "O", "H", "H", "H", "H", "H", "H", "H", "C", "N", "C", "C", "O", "H", "H", "H", "H", "H", "H", "H", "C", "N", "C", "C", "O", "H", "H", "H", "H", "H", "H", "H", "C", "C", "C", "C", "N", "H", "H", "H", "H", "H", "H", "H", "C", "C", "C", "C", "N", "H", "H", "H", "H", "H", "H", "H", "C", "C", "C", "C", "N", "H", "H", "H", "H", "H", "H", "H"],
  "coordinates": [[-14.939, 0.540, 24.735], [-14.700, -0.867, 24.767], [-14.375, -1.333, 26.170], [-14.579, -1.854, 23.309], [-14.087, -3.227, 23.504], [-16.105, -1.756, 22.573], [-16.709, -0.563, 22.002], [-17.105, -2.793, 22.841], [-13.572, -0.916, 22.236], [-13.619, -1.363, 20.884], [-12.338, -0.334, 22.699], [-16.015, 0.703, 24.805], [-14.717, 0.965, 23.756], [-14.481, 1.091, 25.556], [-13.386, -0.999, 26.486], [-14.241, -2.414, 26.207], [-15.073, -0.948, 26.914], [-17.532, -0.110, 22.555], [-15.918, 0.139, 21.738], [-17.237, -0.779, 21.073], [-16.724, -3.814, 22.859], [-17.503, -2.601, 23.837], [-17.890, -2.765, 22.086], [-13.272, -0.527, 20.276], [-12.958, -2.210, 20.700], [-14.646, -1.584, 20.594], [-12.500, 0.671, 23.090], [-11.508, -0.283, 21.995], [-11.930, -0.883, 23.548], [-16.216, 7.767, 19.866], [-14.949, 7.054, 20.110], [-15.206, 5.677, 20.638], [-13.452, 7.427, 19.529], [-13.243, 6.990, 18.109], [-13.416, 9.136, 19.711], [-12.729, 9.910, 18.765], [-13.745, 9.927, 20.896], [-12.368, 6.823, 20.685], [-12.218, 7.350, 22.070], [-11.319, 5.978, 20.158], [-16.036, 8.812, 19.611], [-16.861, 7.748, 20.744], [-16.716, 7.207, 19.076], [-14.700, 4.960, 19.992], [-16.276, 5.472, 20.674], [-14.750, 5.650, 21.628], [-11.676, 9.641, 18.678], [-13.182, 9.804, 17.779], [-12.731, 10.971, 19.014], [-14.142, 9.366, 21.742], [-12.891, 10.495, 21.265], [-14.555, 10.629, 20.699], [-12.011, 8.418, 21.994], [-13.212, 7.241, 22.503], [-11.455, 6.841, 22.660], [-11.484, 5.776, 19.100], [-11.357, 5.033, 20.700], [-10.367, 6.410, 20.465], [-9.465, -1.519, 13.760], [-10.525, -1.678, 14.699], [-10.946, -0.455, 15.413], [-11.183, -2.794, 15.035], [-10.927, -3.884, 14.554], [-9.761, -0.908, 12.908], [-9.197, -2.449, 13.260], [-8.579, -1.162, 14.287], [-11.784, -0.617, 16.091], [-10.160, -0.063, 16.058], [-11.233, 0.370, 14.762], [-12.010, -2.747, 15.760], [-13.210, 0.946, 12.556], [-12.264, 2.007, 12.976], [-10.998, 1.940, 12.378], [-12.539, 2.991, 13.870], [-11.787, 3.942, 14.160], [-13.593, 1.077, 11.544], [-14.170, 1.060, 13.060], [-12.700, -0.016, 12.602], [-10.232, 2.662, 12.662], [-10.496, 0.986, 12.539], [-11.151, 2.022, 11.302], [-13.549, 2.887, 14.296], [-14.242, 0.531, 17.332], [-14.792, 1.271, 18.423], [-13.866, 2.013, 19.290], [-16.128, 1.201, 18.737], [-16.649, 1.783, 19.684], [-13.786, 1.268, 16.670], [-14.912, -0.049, 16.698], [-13.479, -0.191, 17.624], [-13.055, 1.366, 19.622], [-13.418, 2.928, 18.904], [-14.307, 2.422, 20.200], [-16.650, 0.550, 18.019], [-15.419, 4.860, 16.890], [-16.859, 5.318, 17.007], [-17.771, 4.685, 15.918], [-17.862, 3.196, 15.880], [-17.940, 2.025, 15.884], [-15.042, 4.872, 15.867], [-15.391, 3.815, 17.201], [-14.748, 5.400, 17.557], [-16.995, 6.397, 16.930], [-17.332, 5.060, 17.954], [-17.446, 5.045, 14.942], [-18.795, 5.002, 16.119], [-7.872, 3.314, 17.048], [-9.268, 2.725, 17.097], [-10.146, 3.208, 18.320], [-9.390, 3.336, 19.558], [-8.826, 3.483, 20.559], [-7.389, 3.156, 18.012], [-7.933, 4.383, 16.845], [-7.347, 2.912, 16.182], [-9.059, 1.657, 17.041], [-9.759, 2.920, 16.144], [-10.977, 2.535, 18.530], [-10.531, 4.221, 18.207], [-15.515, -6.281, 20.321], [-15.268, -4.824, 20.048], [-14.350, -4.572, 18.866], [-14.644, -3.344, 18.095], [-14.848, -2.324, 17.536], [-14.614, -6.793, 20.660], [-16.050, -6.732, 19.485], [-16.162, -6.386, 21.192], [-14.820, -4.386, 20.940], [-16.248, -4.378, 19.875], [-14.327, -5.397, 18.153], [-13.330, -4.451, 19.232]],
  "forces_ev_per_angstrom": [[-1.3739, 0.5009, -0.9206], [1.4577, -2.4161, 0.3829], [0.7215, -0.3380, -1.5266], [0.0062, 2.8584, 0.3872], [-0.5113, -0.0889, 0.4723], [0.4965, -0.7395, -0.3157], [0.4077, 0.1718, -0.6396], [0.4200, -0.0195, 0.6279], [-1.8955, -0.6987, 1.5930], [0.1775, 0.4698, -0.8112], [0.3518, 0.1636, 1.3550], [-0.3341, 0.3100, 0.3479], [0.5354, 0.1475, 0.0810], [0.3894, -0.1173, -0.1898], [0.1922, 0.5509, -0.1516], [-0.6868, -0.0555, -0.0954], [-0.3684, -0.2353, -0.2840], [0.3835, 0.1961, 0.8617], [-0.2958, 0.2710, 0.2523], [0.3193, -0.4724, -0.3987], [0.4477, 0.1609, -0.0996], [-0.5933, -0.1394, 0.0349], [-0.0023, 0.2121, 0.0561], [-0.0380, -0.1650, -0.3646], [0.0078, -0.3321, -0.1428], [0.1657, -0.1590, -0.0940], [-0.0162, 0.2583, -0.1635], [-0.4482, -0.1896, -0.5134], [0.0599, -0.2383, 0.1114], [0.8678, -0.2894, -0.3150], [-1.1161, -0.3809, 1.3000], [1.1386, 1.0499, -0.3244], [-0.3304, 1.6092, 0.5178], [0.6513, 0.4761, 1.6209], [-1.0613, -1.2248, 1.3297], [0.9524, 0.6440, -1.8295], [-0.6879, -0.5295, 0.4117], [-0.6182, -0.0994, -1.2338], [-1.1313, 0.2160, -1.6324], [0.0481, -0.4870, 1.3328], [-0.0113, -0.1657, -0.2647], [0.1558, -0.0614, 0.2069], [-0.3768, 0.5008, -0.2198], [-0.2081, -0.2863, 0.0919], [0.1819, 0.0224, -0.0102], [-0.2633, -0.4774, 0.1525], [0.2645, -0.0942, -0.1159], [0.1443, 0.0674, -0.1864], [-0.2514, -0.0373, 0.1187], [0.2181, -0.4889, -0.1676], [0.1748, -0.0087, -0.0588], [0.0159, 0.3159, -0.3941], [0.3113, -0.0168, 0.3597], [0.1616, 0.0306, 0.6081], [-0.1198, -0.1737, -0.3342], [0.3635, 0.4226, 0.1039], [0.0594, -0.4164, -0.0914], [0.4092, 0.0028, -0.8052], [0.4975, -0.9392, -0.6986], [-1.6892, 2.2448, 1.6705], [0.3359, 0.1554, 0.1306], [0.3200, -2.0483, -0.9564], [0.0265, -0.1313, -0.0250], [0.0643, 0.5683, 0.3169], [-0.1533, -0.3481, 0.5379], [0.0663, 0.3397, -0.2908], [-0.0651, -0.4357, -0.2724], [0.3538, -0.1108, -0.0883], [0.0115, -0.1593, -0.3569], [0.1988, 0.7661, 0.0795], [-0.0929, 1.2490, -0.0110], [-1.1340, -0.0869, 0.9817], [1.7159, -0.3584, -1.6549], [0.7372, 1.4681, 0.1278], [-1.2726, -2.0991, -0.4506], [0.7615, 0.2359, -0.5395], [0.3832, -0.4903, 0.9211], [-0.4240, -0.1109, 0.3957], [-0.7612, 0.4431, 0.3512], [-0.2872, -0.3383, 0.1046], [0.3391, 0.0520, -0.2691], [0.0088, 0.0673, 0.0890], [0.9030, 0.3982, -1.1708], [-0.8527, 0.4966, 1.4312], [0.0613, 0.0515, 0.4138], [0.6269, 0.4256, 0.5201], [0.3145, -0.4935, -0.8835], [0.3925, 0.0058, -0.2811], [-0.5757, 0.3376, 0.6127], [0.0869, 0.1029, 0.3741], [0.0970, -0.1025, -0.1629], [-0.0039, -0.1257, -1.0246], [-0.7362, -0.6405, -0.0650], [-0.2352, 0.1144, 0.1727], [-0.1077, -0.5137, 0.5842], [-0.7829, -0.5408, -0.4708], [-0.0867, -0.2565, 0.3066], [0.3634, -2.0689, 0.2936], [0.2210, 2.9066, -0.0699], [0.0101, 0.3716, -0.0305], [0.0769, -0.2413, 0.0207], [0.0074, 0.1780, -0.3033], [0.2225, 0.0778, -0.2748], [0.4002, -0.1702, 0.3007], [-0.1998, -0.1166, -0.1164], [-0.0666, 0.2223, -0.3076], [-0.4921, 0.9521, -0.1428], [-0.0164, -0.0416, -0.0418], [0.7620, -0.4134, -0.6085], [0.8589, -0.1664, 1.3467], [-0.5200, -0.1879, -1.0301], [0.4518, -0.0614, -0.3118], [0.1100, 0.2097, 0.2697], [0.2916, -0.2876, 0.3571], [-0.6960, -0.3190, 0.7864], [-0.4328, 0.3349, 0.1944], [-0.0966, 0.0421, -0.2274], [-0.1909, -0.1327, -0.7130], [-0.2282, -0.3012, 0.6765], [-0.4773, 0.2514, 0.3667], [0.4621, 0.4667, -0.6136], [-0.5506, 2.9323, -1.2251], [0.5338, -3.5756, 1.7007], [0.1440, -0.2784, -0.6654], [0.4208, -0.4048, -0.0310], [-0.2592, 0.1730, -0.0051], [-0.1785, 0.3266, -0.0033], [0.0895, 0.3434, 0.0259], [-0.1333, -0.1073, 0.0060], [0.1522, -0.0933, -0.0972]]
}

---

{
  "formula": "C3H2N2O2",
  "method": "ωB97M-V/def2-TZVPD",
  "spin_multiplicity": 1,
  "smiles": "O=Cc1cnon1",
  "orbital_gap_ev": 10.34,
  "lumo_ev": -0.5,
  "de_lowest_kj_mol": 301.2,
  "total_energy_ev": -10215.06716,
  "species": ["O", "C", "C", "C", "N", "O", "N", "H", "H"],
  "coordinates": [[1.606, 1.964, 0.418], [1.242, 0.830, 0.611], [0.028, 0.199, 0.007], [-0.399, -1.086, -0.197], [-1.570, -1.143, -0.734], [-1.877, 0.219, -0.898], [-0.919, 0.987, -0.514], [1.777, 0.131, 1.369], [0.110, -2.103, -0.061]],
  "forces_ev_per_angstrom": [[-0.3961, -1.0412, 0.0281], [0.6867, -0.5359, 1.0739], [-0.0712, 3.0753, -0.8745], [1.0124, -4.5352, 0.3684], [-0.3074, 1.3697, -0.2689], [-1.2107, -1.2881, -0.7607], [1.4363, 0.1408, 1.3222], [-0.4787, 0.9144, -1.0383], [-0.6713, 1.9001, 0.1498]]
}